No. 1
{
  "formula": "C18H33ClEuNO2P2",
  "method": "wB97M-V/def2-TZVPD",
  "species": ["C", "C", "H", "H", "H", "O", "Cl", "Eu", "P", "C", "C", "H", "H", "H", "H", "H", "H", "C", "H", "H", "H", "P", "C", "C", "H", "H", "H", "C", "H", "H", "H", "H", "H", "H", "C", "O", "C", "N", "C", "C", "C", "C", "C", "C", "C", "C", "H", "H", "H", "H", "H", "H", "H", "H", "H", "H", "H", "H"],
  "coordinates": [[0.8077, -0.2948, -7.4837], [0.5328, 0.1413, -6.0731], [1.8899, -0.3252, -7.6651], [0.3309, 0.4053, -8.1795], [0.3727, -1.2876, -7.6459], [1.3532, 0.4272, -5.2191], [-1.2104, 0.2111, -5.7168], [0.2107, -0.1333, -1.0258], [0.1992, 2.3518, -1.1463], [1.4721, 3.2545, -0.3484], [0.2007, 2.7403, -2.8705], [0.0085, 3.8129, -2.9447], [-1.4680, 3.9133, -0.6941], [-0.5778, 2.1747, -3.4143], [-2.1975, 2.2855, -0.9427], [2.4646, 2.9926, -0.7524], [1.1697, 2.4965, -3.3362], [-1.3702, 2.8507, -0.4773], [1.2601, 4.3083, -0.5352], [-1.4128, 2.6751, 0.6080], [1.4890, 3.0610, 0.7374], [0.4166, -2.6084, -0.7914], [1.7563, -3.2767, 0.1177], [-1.1077, -3.1446, -0.0548], [-0.3595, -2.8239, -3.0587], [0.3695, -4.3209, -2.3677], [1.4173, -2.9773, -2.9444], [0.4659, -3.2364, -2.4491], [-1.9781, -2.7229, -0.5897], [-1.1132, -4.2309, -0.1206], [1.6370, -4.3608, 0.0853], [1.7495, -2.9287, 1.1648], [-1.1738, -2.8238, 0.9957], [2.7260, -2.9911, -0.3247], [2.0446, 0.0264, 0.1427], [3.0629, 0.1205, 0.8275], [0.7265, 1.6921, 4.8503], [1.0440, 0.4137, 4.2388], [0.9526, -0.7540, 5.0974], [0.6732, 0.2367, 2.8322], [-0.8074, 0.0885, 2.4314], [-1.8309, 0.0933, 3.3982], [-3.1664, -0.0413, 3.0147], [-3.4938, -0.1797, 1.6876], [-2.4458, -0.1837, 0.7150], [-1.1448, -0.0532, 1.1192], [1.2852, 1.8281, 5.7790], [-0.3594, 1.7619, 5.1062], [0.9659, 2.5241, 4.1824], [-0.1116, -1.0007, 5.3335], [1.3986, -1.6314, 4.6221], [1.4659, -0.5820, 6.0456], [1.0730, 1.1132, 2.2748], [1.2020, -0.6680, 2.4620], [-1.6302, 0.2019, 4.4848], [-3.9483, -0.0356, 3.7827], [-4.5391, -0.2861, 1.3786], [-2.7478, -0.2995, -0.3434]],
  "forces_ev_per_angstrom": [[0.2, 0.1, 0.1], [1.9, 0.4, 1.0], [-0.4, 0.0, 0.1], [0.0, -0.2, 0.1], [0.0, 0.2, 0.0], [-1.9, -0.6, -1.4], [0.0, 0.0, 0.2], [-4.0, -0.4, -2.4], [0.6, 0.9, 0.8], [0.8, 1.4, 0.4], [0.0, 0.5, -1.0], [0.0, 0.0, -0.5], [-0.5, 0.2, 0.1], [0.2, 0.3, 0.2], [0.3, 0.3, 0.2], [-0.4, 0.1, 0.1], [-0.3, 0.2, 0.2], [-0.7, 0.5, 0.2], [0.5, 0.3, 0.3], [0.1, 0.1, -0.4], [-0.1, 0.1, -0.5], [0.7, -0.7, 0.7], [1.0, -1.2, 0.6], [-0.7, -0.5, 0.3], [0.3, -0.3, 0.3], [0.0, -0.1, -0.5], [-0.3, -0.2, 0.2], [0.1, -0.5, -0.9], [0.4, -0.3, 0.2], [-0.4, -0.2, 0.1], [0.5, -0.2, 0.3], [-0.1, -0.2, -0.5], [0.1, -0.1, -0.4], [-0.4, -0.1, 0.1], [8.2, 0.7, 5.2], [-5.8, -0.5, -4.0], [0.2, 0.6, 0.2], [-2.5, -0.2, -0.1], [0.3, -0.4, 0.3], [1.5, 0.1, -0.7], [-1.8, 0.1, 2.6], [0.6, 0.1, 0.5], [-0.1, 0.0, 0.6], [0.2, -0.1, -1.5], [-1.9, -0.1, 1.1], [2.4, 0.0, -2.1], [0.0, -0.2, -0.1], [0.6, -0.3, -0.3], [-0.1, -0.3, -0.1], [0.6, 0.4, -0.3], [-0.1, 0.2, -0.1], [-0.1, 0.2, -0.1], [-0.2, -0.5, 0.5], [-0.2, 0.6, 0.4], [-0.2, -0.1, -0.8], [0.3, 0.0, -0.4], [0.4, 0.0, 0.1], [0.2, 0.1, 0.4]],
  "mulliken_charge": [-1.0174, 0.7264, 0.2896, 0.3366, 0.3413, -0.4658, -0.1924, 0.7217, 0.9344, -1.1799, -1.2062, 0.4608, 0.5418, 0.3074, 0.3659, 0.3752, 0.3832, -1.3213, 0.4625, 0.2633, 0.2043, 0.8945, -1.1672, -1.2804, 0.4119, 0.4208, 0.3809, -1.2829, 0.3628, 0.5385, 0.4550, 0.2276, 0.2539, 0.3734, 0.1515, -0.4051, -0.6505, 0.3833, -0.6557, -1.1322, 1.1074, -0.4087, -1.0804, -0.9305, -0.5075, 1.1920, 0.3883, 0.3196, 0.2649, 0.3155, 0.2820, 0.3838, -0.1160, -0.0631, 0.0436, 0.4073, 0.4152, 0.3752],
  "lumo_ev": [-6.2, -8.8],
  "mol_weight_g_mol": 544.83,
  "spin_multiplicity": 7,
  "charge": 2,
  "homo_energy_ev": [-12.88, -13.45],
  "homo_lumo_gap_ev": [6.69, 4.61]
}


No. 2
{
  "formula": "C48H74N10O4S4",
  "method": "wB97M-V/def2-TZVPD",
  "species": ["C", "S", "O", "C", "H", "H", "H", "H", "H", "H", "C", "S", "O", "C", "H", "H", "H", "H", "H", "H", "C", "S", "O", "C", "H", "H", "H", "H", "H", "H", "C", "S", "O", "C", "H", "H", "H", "H", "H", "H", "N", "C", "C", "C", "C", "H", "H", "H", "H", "H", "N", "C", "C", "C", "C", "H", "H", "H", "H", "H", "N", "C", "C", "C", "C", "H", "H", "H", "H", "H", "N", "C", "C", "C", "C", "H", "H", "H", "H", "H", "N", "C", "C", "C", "C", "H", "H", "H", "H", "H", "N", "C", "C", "C", "C", "H", "H", "H", "H", "H", "N", "C", "C", "C", "C", "H", "H", "H", "H", "H", "N", "C", "C", "C", "C", "H", "H", "H", "H", "H", "N", "C", "C", "C", "C", "H", "H", "H", "H", "H", "N", "C", "C", "C", "C", "H", "H", "H", "H", "H"],
  "coordinates": [[0.4246, 0.1399, -5.9594], [1.9972, 0.7439, -5.3589], [2.2238, 0.0303, -4.0662], [3.0266, -0.0626, -6.5761], [-0.3590, 0.5065, -5.2973], [0.4093, -0.9499, -5.9427], [0.2468, 0.5211, -6.9657], [4.0639, 0.1386, -6.3146], [2.8039, 0.3941, -7.5418], [2.8700, -1.1399, -6.5972], [-1.5000, 4.0730, -4.4371], [-2.2122, 4.6665, -2.8876], [-3.3146, 3.7545, -2.4885], [-0.8648, 4.1872, -1.7956], [-1.3210, 3.0006, -4.4681], [-0.6243, 4.6954, -4.6076], [-2.2843, 4.3158, -5.1572], [-1.2159, 4.3142, -0.7767], [0.0357, 4.7832, -1.9537], [-0.6259, 3.1439, -2.0052], [-1.0637, 0.0530, 0.7094], [0.5062, -0.6442, 0.2211], [0.1343, -1.9058, -0.5024], [1.1615, 0.4828, -1.0104], [-1.6593, 0.2976, -0.1772], [-0.9347, 0.8342, 1.4533], [-1.6134, -0.7972, 1.1208], [2.0230, 1.0677, -0.6915], [0.3765, 1.1124, -1.4285], [1.5360, -0.2071, -1.7639], [-2.7408, 3.0883, 1.1938], [-3.2394, 4.7981, 0.9650], [-4.5065, 4.6878, 0.2102], [-3.6342, 5.0738, 2.7002], [-3.5731, 2.5891, 1.6932], [-1.8946, 3.0355, 1.8845], [-2.5074, 2.6231, 0.2402], [-4.1518, 4.2087, 3.1182], [-4.3485, 5.8991, 2.7098], [-2.7528, 5.3272, 3.2854], [-2.8972, -4.1852, 3.2957], [-4.1432, -4.3372, 2.7390], [-4.0268, -4.0519, 1.4064], [-2.6944, -3.6139, 1.1702], [-2.0187, -3.6877, 2.3580], [-2.6978, -4.3139, 4.2707], [-4.9617, -4.6986, 3.3357], [-4.7790, -4.2245, 0.6541], [-2.2549, -3.2894, 0.2405], [-0.9748, -3.6075, 2.6124], [-3.8635, 0.6488, -1.9080], [-2.8220, 0.7384, -2.7860], [-2.2613, -0.5071, -2.8753], [-2.9864, -1.3942, -2.0332], [-3.9460, -0.6304, -1.4183], [-4.3736, 1.4436, -1.5612], [-2.6709, 1.6673, -3.3054], [-1.3942, -0.7628, -3.4659], [-2.7767, -2.4179, -1.7734], [-4.7395, -0.8616, -0.7273], [4.2687, -0.3330, 0.7630], [3.7508, -0.7503, 1.9424], [4.2415, 0.0909, 2.9138], [5.1407, 0.9954, 2.2911], [5.1212, 0.7228, 0.9510], [4.0814, -0.7479, -0.1368], [3.0408, -1.5571, 1.9772], [4.0047, 0.0744, 3.9664], [5.7177, 1.7465, 2.8051], [5.6001, 1.1581, 0.0908], [2.8979, -4.4949, 3.7020], [3.0984, -5.5103, 2.8119], [2.3638, -5.2365, 1.6918], [1.6477, -4.0386, 1.9434], [2.0214, -3.5764, 3.1777], [3.3365, -4.4038, 4.6001], [3.8678, -6.2461, 2.9738], [2.4018, -5.7989, 0.7734], [0.9392, -3.5104, 1.3202], [1.7037, -2.7423, 3.7827], [-4.9896, 1.1736, 1.7823], [-4.2705, 0.0414, 2.0724], [-4.1032, 0.0030, 3.4377], [-4.7309, 1.1516, 3.9799], [-5.2620, 1.8640, 2.9295], [-5.2438, 1.4167, 0.8431], [-3.8620, -0.6242, 1.3323], [-3.5358, -0.7754, 3.9235], [-4.7624, 1.4548, 5.0129], [-5.8307, 2.7764, 2.8840], [1.5957, 3.1862, 3.5189], [1.5168, 2.5684, 2.3059], [0.8901, 3.4181, 1.4294], [0.5470, 4.5879, 2.1631], [0.9510, 4.4012, 3.4577], [2.0626, 2.8362, 4.3356], [2.0286, 1.6287, 2.1495], [0.7329, 3.2011, 0.3849], [-0.0102, 5.4428, 1.8114], [0.8336, 4.9833, 4.3550], [-0.5385, -3.8929, -2.4798], [-0.3115, -4.9499, -1.6574], [-0.5899, -6.1012, -2.3591], [-0.9757, -5.6948, -3.6648], [-0.9301, -4.3311, -3.7224], [-0.4245, -2.9421, -2.1583], [-0.0189, -4.7837, -0.6334], [-0.4774, -7.1202, -2.0323], [-1.1708, -6.3678, -4.4851], [-1.2173, -3.6010, -4.4588], [-0.7720, -1.9887, 5.0706], [-0.9666, -0.9763, 4.1652], [0.0363, -0.0659, 4.3702], [0.9093, -0.5882, 5.3640], [0.3591, -1.7554, 5.8050], [-1.3633, -2.7941, 5.1516], [-1.8088, -0.9811, 3.4953], [0.1286, 0.8754, 3.8530], [1.8025, -0.1107, 5.7313], [0.7014, -2.4267, 6.5737], [3.4793, -1.9852, -2.3955], [3.1412, -3.0285, -1.5741], [4.2334, -3.3236, -0.8048], [5.3247, -2.5611, -1.3167], [4.8161, -1.7614, -2.3065], [2.8147, -1.5392, -3.0115], [2.1237, -3.3566, -1.4387], [4.2184, -4.0425, -0.0017], [6.3684, -2.7130, -1.0979], [5.3423, -1.0494, -2.9206], [2.6257, 5.3792, -2.2305], [2.7685, 4.0967, -1.7760], [2.3928, 3.2665, -2.7949], [2.0580, 4.0704, -3.9086], [2.1906, 5.3778, -3.5243], [2.7898, 6.2174, -1.7015], [3.1786, 3.9172, -0.7966], [2.4884, 2.1914, -2.7866], [1.7792, 3.7594, -4.9011], [2.0769, 6.3085, -4.0533]],
  "forces_ev_per_angstrom": [[-0.3, 0.0, -0.1], [-0.1, -0.3, 0.1], [0.1, 0.1, 0.1], [0.2, 0.1, -0.2], [0.1, 0.1, 0.0], [0.1, 0.0, 0.0], [0.0, 0.0, 0.0], [0.0, 0.1, 0.0], [0.1, -0.1, 0.0], [-0.2, 0.0, 0.1], [-0.7, 0.5, 0.0], [0.3, -0.1, 0.5], [-0.3, -0.2, -0.3], [0.4, 0.0, -0.3], [0.3, 0.0, 0.3], [0.2, -0.2, -0.2], [0.2, 0.0, -0.2], [-0.1, 0.0, 0.0], [-0.1, 0.1, -0.1], [-0.1, 0.0, 0.1], [-0.4, -0.3, -0.6], [0.4, -0.5, 1.0], [0.0, -0.1, -0.4], [-0.3, 0.0, -0.4], [0.3, 0.5, 0.0], [-0.1, 0.2, -0.1], [0.4, 0.0, 0.3], [-0.2, 0.0, 0.5], [0.0, 0.0, -0.1], [-0.1, 0.1, -0.2], [0.3, 0.1, 0.8], [0.4, -0.5, 0.0], [-0.6, 0.2, 0.1], [-0.6, 0.2, 0.1], [0.4, 0.3, -0.4], [0.2, 0.1, -0.2], [0.0, 0.1, -0.1], [0.2, 0.0, -0.1], [0.2, 0.1, 0.0], [0.1, 0.0, -0.1], [-0.2, 0.6, 0.1], [0.4, -0.4, 0.0], [-0.1, 0.1, -0.2], [0.2, 0.1, 0.0], [-0.1, -0.6, 0.3], [0.0, -0.1, -0.1], [-0.1, 0.0, -0.1], [-0.1, 0.3, 0.1], [0.0, -0.1, 0.0], [0.0, 0.3, -0.1], [0.2, -0.1, 0.3], [-0.3, 0.0, 0.0], [0.4, -0.4, -0.3], [-0.1, 0.4, 0.6], [-0.4, 0.3, -0.2], [0.0, 0.1, -0.3], [0.2, 0.0, 0.1], [-0.1, 0.0, -0.1], [0.0, -0.1, -0.3], [0.1, -0.3, 0.1], [0.1, 0.2, -0.5], [-0.3, 0.4, 0.2], [0.1, -0.2, 0.3], [-0.1, 0.2, 0.2], [-0.2, -0.3, -0.3], [0.1, -0.2, 0.1], [0.0, -0.1, 0.0], [0.0, -0.2, 0.0], [0.0, 0.1, -0.1], [0.2, 0.1, 0.1], [-0.1, 0.2, 0.2], [0.6, 0.2, -0.1], [-0.1, -0.1, -0.1], [-0.2, 0.7, -0.1], [0.0, -0.7, 0.4], [0.0, -0.1, 0.0], [-0.1, -0.1, 0.1], [-0.2, -0.1, 0.0], [0.2, -0.2, -0.3], [-0.1, 0.1, -0.2], [-0.1, -1.1, -0.2], [0.0, 0.3, 0.6], [0.1, -0.2, -0.5], [0.0, 0.3, 0.0], [-0.4, -0.4, 0.0], [-0.2, 0.3, 0.1], [-0.3, 0.0, -0.2], [-0.4, 0.2, 0.3], [0.0, -0.1, 0.0], [0.0, 0.0, 0.1], [-0.6, 0.3, 0.1], [0.7, -0.1, -0.2], [0.1, -0.2, 0.2], [-0.5, 0.1, 0.0], [0.5, -0.4, 0.1], [0.0, -0.2, -0.1], [-0.1, 0.0, 0.0], [-0.1, 0.1, 0.0], [0.0, 0.0, -0.1], [0.0, 0.2, -0.1], [0.0, 0.1, -0.1], [-0.2, -0.4, 0.1], [0.2, 0.3, -0.2], [0.2, -0.6, -0.3], [-0.1, 0.5, 0.7], [0.0, 0.1, 0.0], [0.1, 0.0, 0.0], [0.0, 0.0, 0.2], [-0.2, 0.1, 0.0], [0.1, -0.2, -0.2], [0.0, -0.1, -0.1], [0.2, 0.0, 0.5], [0.1, 0.0, -0.5], [-0.2, 0.5, 0.0], [0.1, -0.2, 0.1], [0.1, 0.0, 0.0], [0.3, 0.0, 0.0], [0.1, 0.0, -0.1], [0.0, -0.1, 0.1], [-0.1, -0.1, 0.0], [-0.7, -0.8, -0.4], [-0.2, 0.8, 1.1], [0.3, -0.5, -0.4], [-0.1, -0.5, -0.1], [0.6, 0.5, 0.1], [0.4, 0.2, -0.3], [-0.1, 0.1, -0.2], [0.2, 0.0, 0.0], [0.0, 0.3, 0.2], [-0.2, 0.0, -0.1], [0.0, 0.3, 0.1], [0.0, 0.4, 0.1], [0.5, -0.6, -0.1], [-0.2, 0.3, -0.3], [0.2, 0.1, 0.1], [0.1, -0.1, 0.1], [-0.2, -0.2, 0.1], [-0.2, 0.0, 0.0], [0.0, -0.2, 0.1], [-0.1, 0.0, -0.1]],
  "mulliken_charge": [-0.8175, 0.5349, -0.7840, -1.2401, -0.0689, 0.4041, 0.5085, 0.3655, 0.4227, 0.3660, -0.4109, 0.2050, -0.5245, 0.6536, -0.2095, 0.2716, 0.4808, -0.4604, 0.4549, -0.4518, 1.9721, 1.4389, -0.7418, 0.2398, -1.1235, 0.1366, -1.0671, 0.3585, -0.3497, -0.4517, 1.5181, 0.6155, -0.6955, -0.8694, -1.2837, 0.1588, -0.0681, 0.0765, 0.4297, 0.3043, 0.1221, -0.5863, -1.1745, 0.8223, -1.2951, 0.2155, 0.4445, 0.4672, 0.4289, 0.5390, 0.1321, -1.6284, 0.9177, -0.9917, -1.1114, 0.3590, 0.5288, 0.3886, 0.6268, 0.7106, 0.5455, -0.7797, -0.7029, -0.8933, -0.7270, 0.1643, 0.8155, 0.5650, 0.4370, 0.5285, 0.0746, -0.6075, -1.3082, 1.2522, -1.1169, 0.1879, 0.4078, 0.5840, 0.1480, 0.5048, -0.1183, -0.2324, 0.2270, -1.1125, -1.0062, 0.1879, 0.0867, 0.8122, 0.4355, 0.7529, 0.2375, -1.5601, 0.7360, -0.8204, -1.0199, 0.2473, 0.6742, 0.5508, 0.5888, 0.4208, 0.5999, -0.3441, -1.0848, -0.5349, -0.7683, -0.0838, 0.6206, 0.4634, 0.3989, 0.5174, 0.3280, -0.6819, 0.0575, -0.3698, -1.0728, 0.1631, 0.0269, 0.4813, 0.3965, 0.3856, 0.3237, -0.8134, -0.1667, -1.1593, -0.5375, 0.2182, 0.8469, 0.4787, 0.4529, 0.4275, 0.1344, -1.6954, 0.9853, -0.4725, -0.9916, 0.1925, 0.5981, 0.3180, 0.5806, 0.3991],
  "lumo_ev": 0.1,
  "mol_weight_g_mol": 983.45,
  "relative_energy_kcal_mol": 0.0,
  "charge": 0,
  "homo_energy_ev": -7.67,
  "homo_lumo_gap_ev": 7.81
}


No. 3
{
  "formula": "C4H3BrF2N2",
  "method": "wB97M-V/def2-TZVPD",
  "species": ["F", "C", "F", "N", "C", "N", "C", "C", "Br", "H", "H", "H"],
  "coordinates": [[-1.1821, -2.0481, -0.9758], [-0.0702, -1.6408, -0.2251], [-0.2533, -2.1791, 1.0184], [-0.1151, -0.2391, -0.0688], [-1.2338, 0.5076, 0.2562], [-0.9590, 1.7815, 0.2569], [0.3759, 1.9682, 0.0737], [0.9511, 0.7308, 0.0292], [2.6908, 0.2454, -0.2435], [0.9523, -1.9173, -0.5597], [-2.0949, -0.0576, 0.3855], [0.9384, 2.8485, 0.0530]],
  "forces_ev_per_angstrom": [[2.0, 0.4, 0.7], [-0.5, 0.2, 0.9], [0.0, -0.6, -0.3], [1.1, 2.5, 0.9], [2.4, 0.5, -1.5], [-1.8, 0.5, 0.6], [0.1, -3.2, 0.6], [-1.4, -1.1, -1.6], [0.9, -0.3, -0.1], [-1.1, -0.4, -0.5], [-1.9, -0.1, 0.2], [0.1, 1.4, 0.1]],
  "mulliken_charge": [-0.2508, 0.4022, -0.2580, 0.0610, -0.0573, -0.6525, -0.1716, 0.0836, -0.1581, 0.1399, 0.4356, 0.4260],
  "smiles": "FC(F)n1cncc1Br",
  "lumo_ev": 0.6,
  "mol_weight_g_mol": 196.98,
  "relative_energy_kcal_mol": 0.0,
  "charge": 0,
  "homo_energy_ev": -9.17,
  "homo_lumo_gap_ev": 9.72
}